[1]
ORCA calculation (wB97M-V/def2-TZVPD) on 4 unconnected molecules or ions with the total composition C15H31F3IN2O5S3 at a distorted geometry.

Geometry (Å):
1 C -5.051 2.131 -1.861
2 C -4.135 0.912 -1.873
3 O -2.820 1.260 -2.424
4 C -2.474 0.652 -3.544
5 C -2.951 0.875 -4.821
6 N -2.234 0.044 -5.632
7 O -2.435 -0.037 -6.981
8 C -1.352 -0.662 -4.926
9 C -0.405 -1.654 -5.577
10 F 0.617 -0.999 -6.105
11 F -1.038 -2.300 -6.529
12 F 0.055 -2.531 -4.709
13 N -1.470 -0.300 -3.633
14 C -0.620 -0.770 -2.535
15 I 0.639 0.887 -1.929
16 C -1.377 -1.337 -1.346
17 C -1.750 -2.814 -1.541
18 H -4.586 2.975 -2.356
19 H -5.298 2.397 -0.840
20 H -5.983 1.892 -2.364
21 H -4.560 0.109 -2.469
22 H -3.962 0.550 -0.866
23 H -3.714 1.543 -5.168
24 H -1.847 0.622 -7.383
25 H 0.067 -1.505 -2.908
26 H -2.246 -0.742 -1.104
27 H -0.714 -1.263 -0.490
28 H -1.787 -3.297 -0.570
29 H -2.736 -2.933 -1.981
30 H -1.009 -3.332 -2.141
31 C 3.205 1.619 1.021
32 S 3.006 0.094 1.939
33 O 1.532 -0.161 2.025
34 C 3.531 0.737 3.524
35 H 2.879 1.428 0.002
36 H 2.593 2.399 1.473
37 H 4.253 1.918 1.024
38 H 2.901 1.584 3.797
39 H 4.573 1.047 3.453
40 H 3.437 -0.070 4.250
41 C 3.894 -5.254 3.694
42 S 3.841 -3.488 3.368
43 O 3.808 -2.799 4.684
44 C 2.162 -3.463 2.727
45 H 4.857 -5.478 4.146
46 H 3.091 -5.521 4.381
47 H 3.795 -5.797 2.754
48 H 1.484 -3.861 3.483
49 H 2.118 -4.063 1.817
50 H 1.897 -2.430 2.501
51 C -0.157 3.219 3.235
52 S 0.982 4.607 3.318
53 O 2.356 4.031 3.298
54 C 0.619 5.053 5.017
55 H -0.054 2.758 2.254
56 H 0.094 2.492 4.006
57 H -1.177 3.583 3.366
58 H 0.817 4.200 5.667
59 H -0.424 5.360 5.093
60 H 1.267 5.883 5.287

Summary:
Electronic energy ... -78023.625 eV
Multiplicity ... 1
Energy relative to the best compared isomer or geometry (same formula, charge and spin) ... 0.0 kcal per mole
Net charge ... +1
Lowest unoccupied orbital energy ... -3.64 eV


[2]
ORCA calculation (wB97M-V/def2-TZVPD) on C5H10O2 in the gas phase at a distorted geometry.

Geometry (Å):
1 C -2.366 -0.601 -0.264
2 C -1.198 0.359 -0.501
3 C 0.100 -0.111 0.160
4 O 0.456 -1.347 -0.428
5 C 1.231 0.937 -0.017
6 C 2.528 0.489 0.648
7 O 2.631 -0.670 1.090
8 H -3.272 -0.252 -0.772
9 H -2.122 -1.600 -0.639
10 H -2.593 -0.687 0.807
11 H -1.015 0.464 -1.579
12 H -1.449 1.358 -0.118
13 H -0.086 -0.237 1.242
14 H 1.227 -1.665 0.071
15 H 0.930 1.917 0.369
16 H 1.433 1.075 -1.089
17 H 3.563 0.572 1.020

Summary:
Electronic energy ... -9440.186 eV
SMILES ... CC[C@@H](O)CC=O
Multiplicity ... 1
Energy relative to the best compared isomer or geometry (same formula, charge and spin) ... 65.9 kcal per mole
Net charge ... 0
Lowest unoccupied orbital energy ... 0.95 eV


[3]
ORCA calculation (wB97M-V/def2-TZVPD) on a molecular structure, Ca5O4P at a distorted geometry.

Geometry (Å):
1 Ca 16.048 28.195 -37.324
2 Ca 20.370 27.818 -36.826
3 Ca 17.703 27.579 -32.947
4 Ca 20.034 31.098 -34.375
5 Ca 16.542 32.101 -36.364
6 P 17.913 29.616 -35.590
7 O 18.237 28.471 -36.624
8 O 18.462 31.005 -35.914
9 O 18.535 29.311 -34.201
10 O 16.409 29.854 -35.768

Summary:
Electronic energy ... -109575.139 eV
Multiplicity ... 1
Energy relative to the best compared isomer or geometry (same formula, charge and spin) ... 57.8 kcal per mole
Net charge ... +7
Lowest unoccupied orbital energy ... -25.78 eV